Entry 1:
C7H9N2O | wB97M-V/def2-TZVPD

Geometry as ORCA input:
```
! RIJCOSX wB97M-V def2-TZVPD def2/J DEFGRID3
* xyz 1 1
C 0.8138 1.9730 -0.1936
C 2.1208 1.3193 -0.3102
C 1.1449 -1.2622 -0.0084
C 2.4989 -1.2911 -0.0058
C -1.5555 0.9647 0.3071
C -1.3552 -0.5408 0.1827
C -0.1495 1.0950 0.1525
N 2.9011 0.8173 0.5671
N 0.0818 -0.2966 0.5541
O 3.4821 -0.3052 0.0669
H 0.6670 3.0153 -0.3060
H 2.4432 1.0614 -1.3396
H 0.7253 -2.1822 -0.3862
H 2.8272 -2.3859 -0.1169
H -2.2034 1.5053 -0.4637
H -1.9729 1.1519 1.2683
H -1.8277 -1.3390 0.7194
H -1.5580 -0.8201 -0.8541
H 0.2741 -0.2393 1.5993
*
```

## Properties
- E (hartree) = -456.4046
- HOMO (eV) = -13.521
- LUMO energy (eV) = -3.901
- energy above the lowest of the compared OMol25 structures with the same formula, charge and spin (kcal per mole) = 156.98

These are the Löwdin partial charges, in e, on atoms 1 to 4: 0.0892, -0.1134, 0.0044, -0.0654

Entry 2:
C39H34ClN3SSi2Tl | wB97M-V/def2-TZVPD

Geometry as ORCA input:
```
! RIJCOSX wB97M-V def2-TZVPD def2/J DEFGRID3
* xyz 1 1
C 4.5976 1.2942 0.8329
C 4.1577 1.7173 -0.4546
C 2.9635 2.4728 -0.2872
H 4.6879 1.5661 -1.3850
C 2.6499 2.4995 1.1019
C 3.6825 1.8072 1.7925
H 3.8019 1.7607 2.8762
H 5.5289 0.7819 1.0548
H 2.4536 3.0202 -1.0677
H 1.8304 3.0497 1.5703
Tl 2.1619 -0.5405 -0.0304
Si -2.9409 -0.4729 1.1795
C -2.2606 -2.0019 -0.0971
C -2.9138 -3.1354 -0.6235
H -3.8787 -3.4757 -0.2469
C -2.3759 -3.8035 -1.7400
H -2.9784 -4.5266 -2.2757
C -1.1367 -3.4406 -2.2628
H -0.8329 -3.8038 -3.2436
C -0.3776 -2.5146 -1.5646
H 0.6140 -2.2633 -1.9298
C -0.9344 -1.8495 -0.4560
H -0.3317 -1.1678 0.1513
C -1.8641 1.1018 0.4776
C -0.7985 1.2832 -0.5542
H 0.0944 0.6578 -0.3929
C -0.4358 2.6936 -0.9601
H 0.4233 2.8581 -1.6397
C -0.9810 3.7523 -0.2184
H -0.8245 4.7604 -0.5938
C -1.6540 3.5172 0.9735
H -1.8698 4.3161 1.7007
C -1.9687 2.1974 1.3411
H -2.2981 2.0608 2.3795
H -1.9449 -0.5883 2.3151
Si -1.5519 1.3989 -2.2701
C -3.0668 2.5071 -2.4043
C -3.3254 3.2199 -3.6005
H -2.5212 3.3411 -4.3444
C -4.6079 3.7540 -3.8373
H -4.7641 4.2205 -4.8112
C -5.6383 3.7186 -2.8680
H -6.6689 4.1244 -3.0447
C -5.3603 3.0767 -1.6506
H -6.1453 3.0066 -0.8684
C -4.0552 2.5559 -1.4167
H -3.7770 2.1542 -0.4413
C -2.2950 -0.2272 -2.9780
C -1.5854 -0.5826 -4.1371
H -0.5926 -0.1570 -4.3309
C -2.1299 -1.4764 -5.0612
H -1.5923 -1.6495 -5.9943
C -3.3217 -2.1511 -4.7763
H -3.7001 -2.9306 -5.4482
C -4.0020 -1.8359 -3.5949
H -4.8908 -2.4067 -3.3242
C -3.5249 -0.8511 -2.7069
H -4.0690 -0.6547 -1.7767
H -3.9525 -1.4715 1.3574
Cl -4.6307 0.7761 1.9480
N 4.1560 -1.7477 4.5524
C 5.1618 -2.5184 3.9872
C 6.2654 -3.1382 4.5590
C 7.2080 -3.6957 3.6739
C 7.0036 -3.6365 2.2761
C 5.8584 -3.0419 1.7194
C 4.9263 -2.4640 2.5908
N 3.8039 -1.6963 2.3429
C 3.3667 -1.2660 3.5476
C 2.2157 -0.4221 3.7815
C 1.8682 0.1741 4.9860
S 0.3871 1.0497 4.8290
C 0.3393 0.5854 3.1592
N 1.3427 -0.1572 2.7344
H 4.0277 -1.5670 5.5439
H 6.3847 -3.1900 5.6453
H 8.1066 -4.1957 4.0526
H 7.7441 -4.0713 1.5965
H 5.6128 -2.9718 0.6553
H 2.4490 0.1011 5.8959
H -0.5051 0.8260 2.5293
*
```

## Properties
- E (hartree) = -3280.1413
- HOMO (alpha / beta) (eV) = -9.233 / -9.281
- LUMO energy (alpha / beta) (eV) = -6.642 / -6.632
- energy above the lowest of the compared OMol25 structures with the same formula, charge and spin (kcal per mole) = 148.39

These are the Löwdin partial charges, in e, on atoms 1 to 4: -0.1880, -0.2461, -0.2523, 0.0810

Entry 3:
H5N3S | wB97M-V/def2-TZVPD

Geometry as ORCA input:
```
! RIJCOSX wB97M-V def2-TZVPD def2/J DEFGRID3
* xyz 0 1
N 0.2604 -1.0281 1.4094
N 0.8952 -0.2222 -0.9670
N -1.0957 0.9360 -0.2042
S 0.4176 0.5736 0.3148
H 0.3467 -0.7111 2.3258
H 0.5172 -1.1243 -0.8751
H 1.9080 -0.2459 -0.9367
H -1.2730 1.1972 -1.1328
H -1.9763 0.6248 0.0658
*
```

## Properties
- E (hartree) = -565.3147
- HOMO (eV) = -8.104
- LUMO energy (eV) = 0.856
- energy above the lowest of the compared OMol25 structures with the same formula, charge and spin (kcal per mole) = 49.18

These are the Löwdin partial charges, in e, on atoms 1 to 4: -0.2615, -0.2805, -0.2558, 0.8386

Entry 4:
C5H6N2S | wB97M-V/def2-TZVPD

Geometry as ORCA input:
```
! RIJCOSX wB97M-V def2-TZVPD def2/J DEFGRID3
* xyz 0 1
C 0.2418 -0.0141 -0.2490
C 0.3092 -1.3734 0.2416
C 0.4896 -2.6044 0.3477
C 1.9406 0.8721 1.1304
C 1.5580 1.9187 0.0581
H -1.9027 -1.4842 -0.4671
H 0.7770 -3.5829 0.7484
H 1.3773 0.6054 1.9808
H 2.9672 0.6029 1.3847
H 0.5941 2.4919 0.3004
H 2.2705 2.5673 -0.4771
N -0.8041 0.5825 -0.5933
N 1.4882 0.5594 -0.2761
S -2.3817 -0.1242 -0.4098
*
```

## Properties
- E (hartree) = -701.6533
- HOMO (eV) = -8.656
- structure (SMILES) = C#C/C(=N\S)N1CC1
- LUMO energy (eV) = 0.496
- energy above the lowest of the compared OMol25 structures with the same formula, charge and spin (kcal per mole) = 116.47

These are the Löwdin partial charges, in e, on atoms 1 to 4: -0.5649, -0.0947, 0.1467, -0.0574

Entry 5:
C2H3NS2 | wB97M-V/def2-TZVPD

Geometry as ORCA input:
```
! RIJCOSX wB97M-V def2-TZVPD def2/J DEFGRID3
* xyz 0 1
C -0.5194 0.1183 0.2488
C 0.7252 -0.6879 0.2899
H -0.9472 2.0159 0.5471
H 0.6991 1.5572 -0.0328
H 0.4391 -1.6541 0.5636
N -0.1909 1.3992 -0.0178
S -2.1579 -0.3572 -0.1275
S 2.1523 -0.1613 -0.1341
*
```

## Properties
- E (hartree) = -929.0558
- HOMO (eV) = -8.852
- structure (SMILES) = NC(=S)C=S
- LUMO energy (eV) = -1.919
- energy above the lowest of the compared OMol25 structures with the same formula, charge and spin (kcal per mole) = 38.60

These are the Löwdin partial charges, in e, on atoms 1 to 4: -0.8712, -0.6581, 0.1822, -0.0797

Entry 6:
C20H24N2O2 | wB97M-V/def2-TZVPD

Geometry as ORCA input:
```
! RIJCOSX wB97M-V def2-TZVPD def2/J DEFGRID3
* xyz 0 1
C -6.2060 -1.6031 0.8213
H -6.9169 -0.8146 0.5854
H -6.2182 -1.7672 1.8966
H -6.5316 -2.5174 0.3311
C -4.8088 -1.2135 0.3474
C -4.7872 -1.0122 -1.1649
H -5.0971 -1.9215 -1.6748
H -3.7880 -0.7512 -1.5059
H -5.4624 -0.2077 -1.4469
H -4.1109 -2.0192 0.6064
C -4.3575 0.0650 1.0666
N -3.0018 0.4272 0.7336
C -2.6884 1.5531 0.0552
O -3.5067 2.4062 -0.2332
C -1.2370 1.6967 -0.2799
C -0.4296 0.5966 -0.5408
C 0.9130 0.7788 -0.8487
C 1.4385 2.0676 -0.9162
C 0.6263 3.1601 -0.6783
C -0.7081 2.9802 -0.3621
H -1.3583 3.8212 -0.1777
H 1.0390 4.1560 -0.7388
H 2.4841 2.2052 -1.1548
N 1.7721 -0.2972 -1.0974
C 1.6063 -1.6032 -0.7407
O 0.5871 -2.0646 -0.2763
C 2.8622 -2.4313 -0.9506
C 3.7769 -2.3025 0.2844
C 4.1754 -0.8725 0.5170
C 5.1938 -0.2938 -0.2322
C 5.5160 1.0427 -0.0714
C 4.8193 1.8196 0.8389
C 3.8066 1.2517 1.5938
C 3.4891 -0.0853 1.4343
H 2.6940 -0.5232 2.0205
H 3.2598 1.8526 2.3050
H 5.0668 2.8634 0.9616
H 6.3115 1.4782 -0.6584
H 5.7401 -0.8969 -0.9445
H 4.6641 -2.9189 0.1248
H 3.2421 -2.6858 1.1548
H 2.5692 -3.4746 -1.0708
H 3.3930 -2.1030 -1.8457
H 2.6996 -0.0240 -1.3937
H -0.8244 -0.4056 -0.5294
H -2.2812 -0.2472 0.9370
H -4.4398 -0.0722 2.1511
H -4.9860 0.9072 0.7674
*
```

## Properties
- E (hartree) = -1036.5721
- HOMO (eV) = -8.605
- structure (SMILES) = CC(C)CNC(=O)c1cccc(NC(=O)CCc2ccccc2)c1
- LUMO energy (eV) = 0.682
- energy above the lowest of the compared OMol25 structures with the same formula, charge and spin (kcal per mole) = 3.49

These are the Löwdin partial charges, in e, on atoms 1 to 4: -0.0827, 0.0816, 0.0735, 0.0755

Entry 7:
C4H8ClN | wB97M-V/def2-TZVPD

Geometry as ORCA input:
```
! RIJCOSX wB97M-V def2-TZVPD def2/J DEFGRID3
* xyz 0 1
C 1.0623 -0.0355 -0.6643
C -0.3352 0.2799 -0.1486
C -0.9448 -0.5447 0.9232
C -1.5118 -0.6002 -0.5143
H 1.6776 0.2452 1.2314
H 1.9398 1.5168 0.2284
H 1.2816 0.4840 -1.6713
H 1.2493 -1.0907 -0.6133
H -1.8087 -0.0748 1.5205
H -0.2957 -1.3588 1.3188
H -2.3158 0.0220 -0.7739
H -1.2727 -1.4182 -1.1669
N 1.9768 0.5276 0.3385
Cl -0.7025 2.0473 -0.0082
*
```

## Properties
- E (hartree) = -672.1026
- HOMO (eV) = -9.257
- structure (SMILES) = NCC1(Cl)CC1
- LUMO energy (eV) = 0.950
- energy above the lowest of the compared OMol25 structures with the same formula, charge and spin (kcal per mole) = 21.42

These are the Löwdin partial charges, in e, on atoms 1 to 4: -0.2563, -0.8253, -0.1350, -0.1221